Record 1
A cluster of 2 separate species, C6H8 in total, computed with the ωB97M-V functional and the def2-TZVPD basis.

Positions of all 14 atoms, in Å:
1 C 0.115 1.384 2.015
2 C 0.002 1.587 0.842
3 C -0.101 1.885 -0.549
4 C -0.246 0.530 -1.299
5 H -0.024 1.272 3.082
6 H -1.018 2.388 -0.604
7 H 0.744 2.562 -0.853
8 H -0.753 0.633 -2.176
9 H -0.790 -0.215 -0.678
10 H 0.810 0.215 -1.464
11 C -0.116 -2.478 1.201
12 C 0.400 -3.516 1.501
13 H -0.702 -1.696 0.763
14 H 0.974 -4.406 1.643

Computed properties:
Energy above the lowest of the compared OMol25 structures with the same formula, charge and spin (kJ/mol): 367.9
Net charge: 0
HOMO energy (eV): -9.88
M (u): 80.13
Frontier orbital gap (eV): 10.93

Results of the Löwdin charge analysis, in e, for atoms 1 through 6: atom 1 (C): 0.102, atom 2 (C): -0.209, atom 3 (C): -0.254, atom 4 (C): -0.077, atom 5 (H): 0.034, atom 6 (H): 0.089

Record 2
A structure of composition C35H40CsN3O2S5, computed with the ωB97M-V functional and the def2-TZVPD basis.

Positions of all 86 atoms, in Å:
1 Cs -0.376 -0.576 -0.392
2 C -3.265 1.636 -3.246
3 C -4.116 0.409 -2.914
4 C -3.245 -0.838 -2.747
5 C -5.016 0.600 -1.707
6 C -6.386 0.451 -1.905
7 C -7.292 0.566 -0.866
8 C -6.807 0.812 0.407
9 C -5.447 0.960 0.650
10 C -4.989 1.190 2.077
11 C -5.457 0.067 3.007
12 C -5.438 2.556 2.598
13 C -4.523 0.881 -0.416
14 N -3.143 1.011 -0.156
15 C -2.763 2.222 0.235
16 O -3.423 3.278 0.260
17 C -1.373 2.293 0.849
18 C -1.311 2.455 2.233
19 C -0.076 2.437 2.853
20 C 1.060 2.275 2.076
21 C 0.922 2.176 0.698
22 N -0.276 2.189 0.094
23 C 2.180 2.046 -0.150
24 O 2.475 3.005 -0.884
25 N 2.832 0.913 0.070
26 C 4.117 0.807 -0.486
27 C 4.360 -0.041 -1.582
28 C 5.658 -0.218 -2.046
29 C 6.726 0.437 -1.457
30 C 6.489 1.287 -0.386
31 C 5.206 1.485 0.107
32 C 4.956 2.371 1.311
33 C 6.031 3.430 1.538
34 C 4.785 1.509 2.566
35 C 3.200 -0.786 -2.205
36 C 2.929 -2.071 -1.421
37 C 3.382 -1.094 -3.689
38 H -2.721 1.476 -4.182
39 H -2.543 1.839 -2.457
40 H -3.890 2.523 -3.358
41 H -4.785 0.236 -3.765
42 H -2.585 -0.652 -1.907
43 H -2.644 -1.022 -3.641
44 H -3.838 -1.728 -2.530
45 H -6.743 0.241 -2.909
46 H -8.355 0.456 -1.043
47 H -7.502 0.891 1.237
48 H -3.900 1.166 2.071
49 H -6.547 0.046 3.092
50 H -5.049 0.210 4.011
51 H -5.130 -0.907 2.640
52 H -6.530 2.608 2.650
53 H -5.077 3.342 1.935
54 H -5.049 2.733 3.605
55 H -2.229 2.582 2.792
56 H 0.001 2.534 3.930
57 H 2.048 2.215 2.513
58 H 5.840 -0.874 -2.890
59 H 7.734 0.294 -1.831
60 H 7.324 1.807 0.068
61 H 4.021 2.903 1.126
62 H 6.985 2.985 1.837
63 H 5.722 4.105 2.340
64 H 6.198 4.023 0.637
65 H 5.722 0.994 2.799
66 H 4.008 0.761 2.408
67 H 4.512 2.123 3.431
68 H 2.331 -0.130 -2.109
69 H 3.795 -2.737 -1.486
70 H 2.064 -2.621 -1.801
71 H 2.754 -1.847 -0.368
72 H 4.168 -1.836 -3.854
73 H 3.636 -0.195 -4.254
74 H 2.459 -1.510 -4.098
75 C 2.928 -4.719 1.069
76 S 2.519 -5.758 -0.355
77 C 0.916 -6.288 0.101
78 C -0.192 -5.499 0.161
79 S -0.355 -3.829 -0.165
80 S -1.629 -6.374 0.691
81 C -0.947 -7.940 0.920
82 S -1.815 -9.275 1.393
83 S 0.726 -7.967 0.559
84 H 3.897 -4.265 0.867
85 H 2.982 -5.316 1.978
86 H 2.177 -3.937 1.165

Computed properties:
Energy above the lowest of the compared OMol25 structures with the same formula, charge and spin (kJ/mol): 68.8
Net charge: -2
HOMO energy (eV): -2.89
M (u): 827.96
Frontier orbital gap (eV): 6.63

Results of the Löwdin charge analysis, in e, for atoms 1 through 6: atom 1 (Cs): 1.027, atom 2 (C): -0.054, atom 3 (C): -0.373, atom 4 (C): -0.077, atom 5 (C): -0.141, atom 6 (C): -0.064

Record 3
A cluster of 3 separate species, C45H88ClN7O5P2 in total, computed with the ωB97M-V functional and the def2-TZVPD basis.

Positions of all 148 atoms, in Å:
1 C 0.679 -7.547 -0.444
2 C 0.474 -8.295 -1.772
3 C 1.191 -7.623 -2.943
4 C 0.706 -6.200 -3.291
5 C -0.811 -6.014 -3.319
6 C -1.389 -6.465 -4.671
7 C -1.118 -5.424 -5.780
8 C -2.354 -4.720 -6.374
9 C -3.535 -4.471 -5.428
10 C -3.287 -3.690 -4.159
11 C -3.995 -3.952 -3.046
12 N -5.010 -4.915 -2.935
13 C -4.624 -6.204 -2.345
14 C -5.645 -7.300 -2.638
15 C -7.096 -6.864 -2.372
16 C -3.717 -3.184 -1.790
17 O -3.877 -3.716 -0.708
18 C -3.260 -1.781 -1.964
19 C -3.566 -0.834 -1.001
20 C -4.376 -1.097 0.240
21 C -3.638 -1.752 1.439
22 C -4.111 -1.128 2.763
23 Cl -1.868 -1.568 1.264
24 C -3.082 0.454 -1.214
25 O -3.344 1.415 -0.257
26 C -2.333 0.790 -2.335
27 C -1.828 2.216 -2.436
28 C -0.334 2.302 -2.044
29 C 0.020 1.492 -0.779
30 C 0.077 3.759 -1.811
31 C -2.069 -0.172 -3.319
32 C -1.308 0.239 -4.561
33 C -2.200 0.491 -5.826
34 C -2.124 -0.617 -6.885
35 C -3.645 0.843 -5.464
36 C -2.535 -1.475 -3.118
37 C -2.288 -2.587 -4.099
38 O -1.302 -2.579 -4.808
39 H -0.265 -7.162 -0.056
40 H 1.376 -6.716 -0.536
41 H 1.052 -8.242 0.307
42 H 0.860 -9.313 -1.702
43 H -0.587 -8.389 -2.005
44 H 2.246 -7.533 -2.663
45 H 1.181 -8.258 -3.832
46 H 1.144 -5.946 -4.259
47 H 1.164 -5.505 -2.583
48 H -0.992 -4.942 -3.206
49 H -1.290 -6.495 -2.467
50 H -2.438 -6.756 -4.609
51 H -0.839 -7.372 -4.941
52 H -0.649 -5.960 -6.609
53 H -0.367 -4.714 -5.441
54 H -2.010 -3.797 -6.837
55 H -2.711 -5.354 -7.191
56 H -4.014 -5.427 -5.222
57 H -4.266 -3.888 -6.003
58 H -5.513 -5.027 -3.804
59 H -3.606 -6.506 -2.607
60 H -4.621 -6.069 -1.261
61 H -5.408 -8.103 -1.939
62 H -5.507 -7.693 -3.647
63 H -7.163 -5.838 -2.015
64 H -7.686 -6.942 -3.286
65 H -7.584 -7.494 -1.630
66 H -5.183 -1.778 -0.039
67 H -4.862 -0.177 0.550
68 H -3.918 -2.797 1.472
69 H -3.366 -0.447 3.171
70 H -4.305 -1.902 3.504
71 H -5.033 -0.563 2.632
72 H -2.809 1.205 0.519
73 H -1.908 2.548 -3.471
74 H -2.399 2.836 -1.753
75 H 0.295 1.900 -2.839
76 H 0.402 0.496 -0.995
77 H -0.801 1.455 -0.065
78 H 0.829 2.038 -0.288
79 H -0.356 4.394 -2.586
80 H 1.160 3.876 -1.836
81 H -0.251 4.091 -0.824
82 H -0.789 1.169 -4.361
83 H -0.534 -0.477 -4.815
84 H -1.777 1.389 -6.286
85 H -1.228 -1.222 -6.765
86 H -2.976 -1.299 -6.834
87 H -2.085 -0.186 -7.886
88 H -4.174 -0.035 -5.091
89 H -3.648 1.578 -4.657
90 H -4.162 1.297 -6.309
91 C 5.201 3.376 3.354
92 N 4.426 2.891 2.232
93 C 3.220 2.232 2.718
94 P 5.086 2.145 0.809
95 O 3.940 2.575 -0.069
96 N 6.360 3.106 0.106
97 C 6.654 4.426 0.644
98 C 6.243 3.205 -1.349
99 N 6.159 1.158 1.823
100 C 7.594 1.403 1.880
101 C 5.923 -0.287 1.594
102 H 5.591 2.566 3.991
103 H 4.557 4.007 3.972
104 H 6.034 4.003 3.052
105 H 3.444 1.270 3.211
106 H 2.530 2.043 1.896
107 H 2.707 2.870 3.440
108 H 5.757 5.043 0.783
109 H 7.330 4.948 -0.036
110 H 7.198 4.372 1.587
111 H 5.509 3.955 -1.662
112 H 5.950 2.252 -1.788
113 H 7.215 3.474 -1.769
114 H 8.090 1.384 0.908
115 H 8.037 0.623 2.505
116 H 7.806 2.348 2.377
117 H 6.274 -0.616 0.609
118 H 4.853 -0.506 1.660
119 H 6.424 -0.883 2.356
120 C 1.423 5.522 9.235
121 N 2.190 5.310 8.025
122 C 3.610 5.188 8.337
123 P 1.900 6.109 6.550
124 O 2.530 5.226 5.534
125 N 0.216 5.963 6.110
126 C -0.685 5.129 6.894
127 C 0.039 5.636 4.693
128 N 1.766 7.735 7.151
129 C 0.493 8.445 7.167
130 C 2.809 8.601 6.555
131 H 1.656 6.478 9.727
132 H 1.654 4.718 9.938
133 H 0.355 5.476 9.066
134 H 4.047 6.147 8.657
135 H 4.162 4.832 7.468
136 H 3.759 4.464 9.139
137 H -0.279 4.131 7.102
138 H -1.627 5.011 6.356
139 H -0.964 5.604 7.835
140 H 0.176 4.568 4.486
141 H 0.740 6.186 4.068
142 H -0.970 5.921 4.386
143 H 0.006 8.507 6.193
144 H 0.687 9.461 7.518
145 H -0.193 8.000 7.886
146 H 2.626 8.799 5.493
147 H 3.789 8.124 6.643
148 H 2.864 9.554 7.081

Computed properties:
Net charge: 0
HOMO energy (eV): -7.82
M (u): 904.64
Frontier orbital gap (eV): 7.42

Results of the Löwdin charge analysis, in e, for atoms 1 through 6: atom 1 (C): -0.097, atom 2 (C): -0.266, atom 3 (C): -0.225, atom 4 (C): -0.203, atom 5 (C): -0.204, atom 6 (C): -0.178

Record 4
A cluster of 9 separate species, C17H36F15N4O11S in total, computed with the ωB97M-V functional and the def2-TZVPD basis.

Positions of all 84 atoms, in Å:
1 N -3.340 3.772 1.744
2 H -2.536 3.210 1.335
3 H -3.958 4.248 1.087
4 H -2.888 4.452 2.366
5 H -3.929 3.253 2.400
6 N -5.472 1.712 -1.160
7 H -5.756 1.362 -0.249
8 H -4.582 1.271 -1.438
9 H -5.571 2.720 -1.245
10 H -6.131 1.308 -1.855
11 N -2.776 -0.304 3.082
12 H -2.409 0.286 3.828
13 H -2.329 -0.173 2.130
14 H -3.778 -0.137 3.037
15 H -2.568 -1.288 3.290
16 N -0.471 5.362 0.346
17 H -0.730 4.342 0.345
18 H 0.485 5.559 0.041
19 H -0.709 5.724 1.272
20 H -1.165 5.862 -0.219
21 C 0.070 0.797 -1.306
22 F -0.056 -0.496 -1.510
23 F 1.120 1.055 -0.558
24 F 0.109 1.415 -2.460
25 S -1.471 1.315 -0.292
26 O -1.626 0.200 0.657
27 O -1.175 2.646 0.349
28 O -2.597 1.416 -1.220
29 C -2.229 -0.914 -4.058
30 C -3.244 -1.552 -3.122
31 O -4.397 -1.951 -3.888
32 C -5.361 -1.099 -4.092
33 O -5.653 -0.108 -3.452
34 C -6.249 -1.459 -5.307
35 F -5.954 -2.669 -5.770
36 F -7.520 -1.445 -4.919
37 F -6.031 -0.562 -6.266
38 H -2.139 -1.454 -4.996
39 H -1.256 -0.968 -3.571
40 H -2.475 0.142 -4.170
41 H -3.592 -0.882 -2.333
42 H -2.853 -2.425 -2.602
43 C 1.700 0.553 2.650
44 C 1.124 -0.302 3.767
45 O 1.815 -1.559 3.664
46 C 1.495 -2.434 4.632
47 O 0.768 -2.177 5.543
48 C 2.379 -3.700 4.622
49 F 3.526 -3.545 3.958
50 F 2.702 -3.952 5.886
51 F 1.724 -4.728 4.097
52 H 1.144 1.458 2.394
53 H 1.819 -0.096 1.787
54 H 2.637 0.938 3.056
55 H 0.067 -0.556 3.610
56 H 1.233 0.129 4.759
57 C 2.844 -2.962 0.434
58 C 1.638 -3.083 -0.497
59 O 0.998 -4.327 -0.241
60 C 1.392 -5.439 -0.852
61 O 2.258 -5.504 -1.668
62 C 0.728 -6.663 -0.215
63 F -0.598 -6.426 -0.086
64 F 0.871 -7.724 -0.979
65 F 1.212 -6.870 1.004
66 H 2.571 -2.898 1.487
67 H 3.452 -2.090 0.181
68 H 3.524 -3.811 0.363
69 H 1.866 -2.989 -1.558
70 H 0.947 -2.299 -0.190
71 C 3.785 2.919 -1.540
72 C 4.619 1.805 -0.912
73 O 5.965 2.193 -0.716
74 C 6.177 3.055 0.282
75 O 5.316 3.443 1.020
76 C 7.666 3.424 0.420
77 F 8.423 2.337 0.296
78 F 7.933 4.225 -0.637
79 F 7.939 4.098 1.514
80 H 4.411 3.414 -2.285
81 H 3.508 3.658 -0.788
82 H 2.895 2.587 -2.075
83 H 4.570 0.867 -1.464
84 H 4.153 1.489 0.028

Computed properties:
Energy above the lowest of the compared OMol25 structures with the same formula, charge and spin (kJ/mol): 0.0
Net charge: +3
HOMO energy (eV): -16.03
M (u): 789.53
Frontier orbital gap (eV): 5.58

Results of the Löwdin charge analysis, in e, for atoms 1 through 6: atom 1 (N): 0.308, atom 2 (H): 0.084, atom 3 (H): 0.157, atom 4 (H): 0.157, atom 5 (H): 0.154, atom 6 (N): 0.311

Record 5
A cluster of 2 separate species, C3H5ClF2O in total, computed with the ωB97M-V functional and the def2-TZVPD basis.

Positions of all 12 atoms, in Å:
1 O -0.723 0.266 -1.508
2 C -1.277 -0.497 -0.738
3 C -1.723 -0.410 0.677
4 F -1.811 0.758 1.347
5 H -1.268 -1.642 -1.094
6 H -2.710 -0.966 0.780
7 H -1.186 -1.137 1.375
8 F 1.529 -0.505 0.131
9 C 2.237 0.625 -0.291
10 Cl 1.775 2.026 0.830
11 H 3.300 0.524 -0.226
12 H 1.857 0.956 -1.284

Computed properties:
Energy above the lowest of the compared OMol25 structures with the same formula, charge and spin (kJ/mol): 0.0
Net charge: 0
HOMO energy (eV): -10.32
M (u): 130.52
Frontier orbital gap (eV): 11.06

Results of the Löwdin charge analysis, in e, for atoms 1 through 6: atom 1 (O): 0.033, atom 2 (C): -0.253, atom 3 (C): -0.227, atom 4 (F): -0.012, atom 5 (H): 0.155, atom 6 (H): 0.136

Record 6
The ion C5H10NO with charge -1, computed with the ωB97M-V functional and the def2-TZVPD basis.

Positions of all 17 atoms, in Å:
1 C 2.563 -0.452 -0.780
2 C 1.864 -0.579 0.349
3 C 0.335 -0.710 0.397
4 C -0.565 0.413 -0.170
5 N -0.639 1.659 0.599
6 C -2.040 -0.176 -0.298
7 O -2.966 0.737 -0.523
8 H 1.947 -0.125 -1.629
9 H 3.645 -0.458 -0.892
10 H 2.276 -0.044 1.226
11 H 0.154 -1.668 -0.100
12 H 0.131 -0.648 1.455
13 H -0.287 0.562 -1.211
14 H -0.601 1.330 1.563
15 H -1.630 1.901 0.405
16 H -2.261 -0.725 0.685
17 H -1.926 -1.016 -1.076

Computed properties:
Energy above the lowest of the compared OMol25 structures with the same formula, charge and spin (kJ/mol): 136.4
Net charge: -1
HOMO energy (eV): -2.62
M (u): 100.14
Frontier orbital gap (eV): 6.50

Results of the Löwdin charge analysis, in e, for atoms 1 through 6: atom 1 (C): -0.040, atom 2 (C): -0.200, atom 3 (C): -0.203, atom 4 (C): -0.425, atom 5 (N): 0.013, atom 6 (C): -0.543